DFT (ωB97M-V/def2-TZVPD) results for a cluster of 2 separate species, CH2N5S in total.

Last columns: bonded neighbours and bond lengths (Å).
Atoms and positions in Å:
1 N -1.177 1.396 0.511  S5 1.679, H8 1.016
2 H -0.413 -1.515 0.568  N7 1.003
3 N 0.886 -1.677 -1.002  N4 1.301, N7 1.375
4 N 1.642 -0.772 -1.550  N3 1.301, N6 1.345
5 S -2.087 0.525 1.623  N1 1.679
6 N 1.443 0.444 -1.011  N4 1.345, C9 1.321
7 N 0.131 -0.982 -0.085  H2 1.003, N3 1.375, C9 1.404
8 H -0.899 2.203 1.061  N1 1.016
9 C 0.474 0.378 -0.115  N6 1.321, N7 1.404

## Properties
- highest occupied orbital energy (spin up / spin down) (eV) = -3.274 / -3.280
- E_tot (a.u.) = -711.1867
- total charge = -1
- HOMO-LUMO gap (spin up / spin down) (eV) = 6.99 / 7.00
- relative energy (zero: lowest compared OMol25 entry of this formula, charge and spin) (eV) = 2.778
- strongest force on any atom (hartree/bohr) = 0.05138
- lowest unoccupied orbital energy (spin up / spin down) (eV) = 3.7193 / 3.7198